The following is a quantum chemistry calculation of a 2-piece molecular cluster, C2H8NO2P overall, from the OMol25 dataset.

The geometry in XYZ format:
```
14
Properties=species:S:1:pos:R:3:forces:R:3
C -0.7104 -0.8305 1.5218 -0.102 -0.845 1.110
C 2.0094 0.3351 -0.0370 3.214 -2.017 0.481
N -1.0712 -0.0358 0.3966 1.939 1.728 0.316
O -0.7340 0.0943 -2.9471 -0.016 0.561 0.158
O 1.2179 1.2909 0.2331 -0.282 2.096 0.092
P -0.3384 1.5201 0.2500 -3.028 0.476 0.256
H -0.7720 -0.4316 2.5464 -0.250 0.800 -0.394
H -1.3539 -1.6938 1.5738 0.022 -0.598 -0.218
H 0.3148 -1.1294 1.4255 0.553 -0.612 0.024
H 1.5912 -0.6369 0.0389 -0.081 -0.965 -0.346
H 3.0682 0.4851 0.2795 -0.926 -0.038 -0.546
H -1.1255 0.9697 -3.0888 0.021 -0.322 -0.124
H -1.9580 -0.2084 0.0126 -1.020 0.016 -0.702
H -0.1380 0.2711 -2.2054 -0.043 -0.280 -0.107
```
Positions in Å, forces in eV/Å.

Output
E_HOMO (alpha / beta) = -7.9 / -7.4 eV
HOMO-LUMO gap (alpha / beta) = 7.634 / 7.668 eV
Molecular weight = 109.06 g mol⁻¹

---

The following is a quantum chemistry calculation of C8H10AuO5 as an isolated structure, from the OMol25 dataset.

The geometry in XYZ format:
```
24
Properties=species:S:1:pos:R:3:forces:R:3
Au -0.1626 0.3455 -2.5341 -0.127 -0.975 0.516
C -0.0390 2.6854 -0.2600 0.200 1.532 2.233
O 0.0367 3.2673 0.7148 -0.176 -1.314 -2.247
C -0.1854 2.0388 -3.6248 0.016 5.915 -3.857
O -0.1745 3.0180 -4.2359 -0.067 -4.735 2.975
C -2.0176 0.3493 -1.7593 -6.131 0.117 1.666
O -3.0563 0.3957 -1.2700 4.406 -0.168 -1.973
C 1.7576 0.3529 -2.0009 7.045 0.323 1.111
O 2.8554 0.4279 -1.6479 -5.219 -0.342 -1.580
H -0.2029 -2.1838 -3.3540 -0.002 -0.037 0.303
H -0.2033 -1.6536 -3.8910 0.000 0.222 -0.195
C -0.4385 -0.4413 2.7625 0.666 0.372 -0.144
C 0.7757 -1.3113 2.3995 -0.367 -0.235 -0.146
C 1.1484 -0.8933 0.9830 -0.491 -0.141 1.320
O 0.0536 -0.1344 0.4438 -0.481 -0.860 0.583
C -1.0423 -0.1427 1.3874 0.035 0.622 1.293
H -1.1445 -0.9157 3.4480 0.070 -0.026 -0.236
H -0.0884 0.4894 3.2239 -0.295 0.004 -0.089
H 0.4838 -2.3599 2.4015 0.159 -0.209 0.011
H 1.6048 -1.1725 3.0830 0.119 -0.073 0.090
H 2.0371 -0.2527 0.9427 0.190 0.332 -0.184
H 1.3422 -1.7411 0.3159 0.055 -0.015 -0.510
H -1.7334 -0.9701 1.1166 0.200 -0.117 -0.387
H -1.6064 0.8025 1.3550 0.196 -0.194 -0.553
```
Positions in Å, forces in eV/Å.

Output
E_HOMO (alpha / beta) = -22.8 / -22.6 eV
Expectation value of S² = 2.01
Spin multiplicity = 3
HOMO-LUMO gap (alpha / beta) = 9.253 / 5.333 eV
Total charge = +3
Molecular weight = 383.13 g mol⁻¹

---

The following is a quantum chemistry calculation of C48H57MoNO4PSTe as an isolated structure, from the OMol25 dataset.

The geometry in XYZ format:
```
114
Properties=species:S:1:pos:R:3:forces:R:3
Mo -0.4814 -0.1070 -0.0891 3.612 -0.344 1.727
C 1.2126 -2.8199 -2.3367 0.058 0.040 0.101
C -0.1025 -3.4212 -1.8497 -0.044 0.263 -0.108
C -1.1423 -3.4151 -2.9587 0.038 -0.035 0.117
P -0.6646 -2.5872 -0.2825 -0.065 -1.240 -0.053
C -2.1826 -3.5221 0.2717 0.131 0.355 -0.047
C -2.4224 -3.1796 1.7395 -0.065 0.172 -0.088
C -2.1820 -5.0381 0.0694 0.123 0.199 -0.137
C 0.7602 -3.0642 0.7190 0.124 0.634 0.083
C 1.1240 -4.3705 1.0301 0.068 0.130 0.109
C 2.3819 -4.6686 1.5339 -0.126 0.073 -0.151
C 2.7609 -6.0683 1.9021 0.016 0.029 0.093
C 3.2914 -3.6210 1.6580 -0.211 -0.077 -0.093
C 2.9498 -2.3223 1.3472 -0.003 0.193 -0.198
C 1.6638 -1.9999 0.8946 -0.056 -1.601 0.220
N 1.2529 -0.7034 0.6108 -0.244 0.561 -0.790
C 2.1597 0.2863 1.0810 0.512 0.738 0.304
C 2.8883 1.0789 0.1849 -0.106 -0.089 0.047
C 2.7420 0.9540 -1.3039 -0.233 -0.136 -0.015
C 3.8254 1.9756 0.6833 -0.065 -0.116 0.106
C 4.0709 2.1038 2.0400 -0.030 -0.080 -0.008
C 5.1168 3.0375 2.5565 0.023 0.008 0.032
C 3.3285 1.3269 2.9178 0.050 -0.329 -0.353
C 2.3789 0.4189 2.4651 0.113 0.026 0.009
C 1.6366 -0.4141 3.4717 -0.133 0.002 -0.060
H 1.5076 -3.3044 -3.2675 0.003 0.005 -0.043
H 2.0097 -2.9734 -1.6103 0.066 0.062 -0.033
H 1.1035 -1.7481 -2.5246 0.078 -0.111 -0.062
H 0.0951 -4.4538 -1.5328 -0.106 0.161 0.091
H -1.1768 -2.4420 -3.4388 -0.002 -0.047 -0.022
H -2.1380 -3.6506 -2.5886 -0.164 -0.026 -0.097
H -0.8650 -4.1531 -3.7096 -0.028 -0.052 -0.079
H -2.9881 -3.1058 -0.3465 0.088 0.063 0.069
H -1.6060 -3.5636 2.3481 0.053 -0.016 0.116
H -3.3481 -3.6326 2.0852 -0.105 -0.046 0.045
H -2.4817 -2.1036 1.8990 -0.068 -0.083 0.089
H -1.5606 -5.5342 0.8095 0.036 -0.068 0.029
H -1.8514 -5.3222 -0.9260 0.007 -0.121 -0.059
H -3.1983 -5.4072 0.1996 -0.058 -0.009 0.022
H 0.4197 -5.1748 0.8808 -0.021 -0.079 -0.063
H 2.1081 -6.7942 1.4224 0.000 -0.065 0.003
H 2.6900 -6.2036 2.9817 0.005 -0.093 0.041
H 3.7885 -6.2708 1.6104 0.066 -0.106 -0.011
H 4.2952 -3.8351 1.9911 0.150 0.003 0.073
H 3.6945 -1.5478 1.4360 0.071 0.080 0.051
H 1.7283 0.6626 -1.5961 0.433 0.106 -0.082
H 3.4375 0.2007 -1.6783 -0.052 -0.065 -0.108
H 2.9830 1.8991 -1.7880 -0.005 0.012 -0.039
H 4.3907 2.5743 -0.0161 0.068 0.110 -0.099
H 5.5103 3.6603 1.7588 0.068 0.106 -0.029
H 5.9411 2.4734 2.9922 0.079 0.018 0.042
H 4.6989 3.6780 3.3302 0.013 0.137 0.087
H 3.5194 1.4064 3.9792 -0.084 0.043 0.167
H 1.5298 0.1412 4.4036 -0.062 -0.039 -0.015
H 2.1833 -1.3314 3.6925 0.005 -0.065 0.013
H 0.6431 -0.6955 3.1132 0.100 0.016 0.147
O -1.8821 0.2659 3.6112 -0.035 -0.220 -0.928
C -1.9164 0.5377 2.4340 -1.424 0.753 1.954
O -1.2298 -0.1157 1.5246 -1.380 -0.932 2.474
C -2.7362 1.6541 1.8730 -0.097 0.184 -0.082
C -4.0769 1.7689 2.2191 0.213 -0.085 -0.002
C -4.8405 2.7883 1.6766 -0.030 -0.009 0.005
C -4.2645 3.7043 0.8102 0.017 0.042 0.065
C -2.9167 3.6265 0.4988 0.082 -0.073 0.048
C -2.1592 2.5956 1.0230 -0.062 0.015 0.141
S -0.4039 2.5078 0.6806 -0.286 -0.027 -0.133
H -4.5017 1.0465 2.9001 -0.074 -0.018 0.083
H -5.8826 2.8773 1.9398 -0.114 -0.014 0.008
H -4.8623 4.4997 0.3934 -0.060 0.086 -0.042
H -2.4484 4.3560 -0.1445 0.001 0.065 -0.063
C -5.6109 -2.6666 -4.9005 -0.077 0.011 -0.051
C -4.6080 -1.8718 -4.1310 0.111 0.044 0.069
C -4.7792 -1.6598 -2.7685 0.138 0.072 -0.060
C -3.8617 -0.9394 -2.0247 0.122 0.012 0.046
C -4.1467 -0.6452 -0.5855 0.041 0.022 0.143
C -2.6997 -0.4670 -2.6562 -0.225 -0.157 -0.407
C -2.5516 -0.5923 -4.0456 -0.040 0.061 0.253
C -1.4505 0.1140 -4.7746 0.140 0.031 0.009
C -3.5091 -1.3010 -4.7566 0.049 0.057 0.151
C -1.7366 0.3029 -1.8486 -2.541 1.091 -1.668
O -2.1127 1.2477 -1.1383 0.318 -0.855 -0.157
O -0.4175 0.1088 -1.8925 0.836 0.126 -2.841
H -6.0013 -3.4730 -4.2844 -0.062 -0.103 -0.055
H -5.1704 -3.0805 -5.8041 -0.038 -0.065 -0.043
H -6.4510 -2.0360 -5.1917 -0.062 0.012 -0.043
H -5.6637 -2.0351 -2.2756 -0.110 -0.123 0.058
H -4.4859 0.3877 -0.4919 0.009 -0.020 0.124
H -3.2450 -0.7500 0.0273 -0.239 -0.006 0.036
H -4.9204 -1.3041 -0.1949 -0.004 -0.028 0.010
H -0.5283 0.1418 -4.1965 0.035 -0.023 -0.159
H -1.7598 1.1461 -4.9521 0.075 0.043 -0.069
H -1.2571 -0.3493 -5.7393 0.034 0.004 -0.017
H -3.3952 -1.3979 -5.8261 0.031 -0.049 -0.142
C 4.4213 7.5552 3.7415 0.007 -0.002 0.031
C 3.4472 6.4447 3.4973 -0.051 -0.060 0.005
C 3.0883 6.0681 2.2140 -0.007 -0.010 0.161
C 2.1662 5.0572 1.9699 -0.091 -0.161 -0.099
C 1.8104 4.7132 0.5589 -0.008 0.087 0.004
C 1.5997 4.3992 3.0572 -0.231 -0.255 -0.066
Te 0.1447 2.7986 3.0130 0.691 1.088 0.280
C 1.9543 4.7500 4.3627 -0.018 -0.078 -0.061
C 1.3610 4.0323 5.5307 -0.040 -0.071 -0.016
C 2.8716 5.7665 4.5640 0.095 0.046 -0.203
H 4.7841 7.9706 2.8042 0.041 0.056 0.001
H 5.2740 7.1968 4.3174 0.066 0.044 0.020
H 3.9429 8.3494 4.3148 0.066 0.076 -0.002
H 3.5402 6.5740 1.3734 0.022 0.071 -0.145
H 2.4800 5.2041 -0.1409 0.103 0.046 -0.073
H 0.7934 5.0299 0.3306 -0.036 0.014 -0.060
H 1.8716 3.6371 0.4044 0.098 0.083 -0.113
H 1.6233 2.9729 5.4937 0.033 -0.135 0.134
H 0.2716 4.1052 5.5113 -0.108 0.032 0.146
H 1.7180 4.4431 6.4705 -0.031 -0.031 0.082
H 3.1539 6.0315 5.5725 -0.015 0.033 0.171
```
Positions in Å, forces in eV/Å.

Output
E_HOMO = -9.8 eV
HOMO-LUMO gap = 6.193 eV
Total charge = +1
Molecular weight = 998.57 g mol⁻¹

---

The following is a quantum chemistry calculation of C23H34N2OP2Sm as an isolated structure, from the OMol25 dataset.

The geometry in XYZ format:
```
63
Properties=species:S:1:pos:R:3:forces:R:3
C -1.6867 3.0114 -3.3504 0.247 -0.056 0.274
C -1.3930 1.8226 -2.6840 0.778 -0.006 0.013
C -0.0215 1.4658 -2.5373 0.023 0.209 0.537
C 0.9976 2.3628 -2.9025 -0.452 0.281 -0.217
C 0.6728 3.5493 -3.5506 -0.086 0.008 -0.221
C -0.6674 3.8635 -3.7910 -0.153 0.109 -0.159
C 2.3722 1.9803 -2.4356 -0.154 -0.152 0.436
C 2.6137 0.5142 -2.6564 0.256 -0.466 0.002
C 1.5493 -0.3213 -2.2854 -0.006 0.127 0.367
C 1.7277 -1.7292 -2.1662 0.129 0.932 -0.135
C 2.9575 -2.2537 -2.5536 -0.009 0.053 0.137
C 3.9973 -1.4302 -2.9999 -0.003 0.096 -0.098
C 3.8321 -0.0404 -3.0321 -0.023 -0.325 -0.195
H -2.7317 3.2619 -3.5135 0.129 0.118 -0.014
H 1.4716 4.2195 -3.8884 -0.340 -0.169 0.203
H -0.9368 4.7863 -4.3142 0.167 -0.365 0.192
H 3.1388 2.5901 -2.9086 0.101 0.113 0.236
H 3.0951 -3.3342 -2.5012 0.089 0.209 -0.038
H 4.9392 -1.8801 -3.3209 -0.297 0.172 0.135
H 4.6455 0.6093 -3.3688 -0.203 -0.242 0.201
N 0.3367 0.2720 -1.9191 -0.572 -0.667 1.459
Sm 0.5493 0.6582 0.6374 -0.469 0.268 -2.926
C -2.4513 0.9356 -2.0765 0.070 -0.081 -0.095
H -2.3771 -0.0838 -2.4768 -0.058 0.122 -0.006
H -3.4547 1.3410 -2.2649 0.162 -0.158 -0.063
C 0.6096 -2.5762 -1.6157 0.086 0.293 -0.089
H -0.2976 -2.4330 -2.2180 0.110 -0.023 0.116
H 0.9014 -3.6374 -1.6442 -0.207 0.245 0.045
P -2.2331 0.7856 -0.2491 -0.273 0.304 -0.644
P 0.1338 -2.1620 0.1456 0.712 -0.872 -1.032
C 1.3685 -3.1924 1.0227 -0.051 -0.008 0.292
H 1.1211 -3.2122 2.0924 0.156 -0.103 -0.134
H 1.3510 -4.2184 0.6313 0.028 0.230 0.143
H 2.3679 -2.7609 0.8923 -0.210 -0.067 -0.004
C -1.3588 -3.2041 0.2785 -0.285 -0.042 0.346
H -1.0951 -4.2723 0.1990 -0.097 0.427 -0.036
H -1.8265 -3.0257 1.2545 -0.057 -0.159 -0.190
H -2.0789 -2.9470 -0.5098 0.206 -0.051 0.214
C -2.7063 2.4753 0.2700 -0.092 0.007 0.331
H -3.6876 2.7354 -0.1496 0.238 0.076 0.151
H -2.7475 2.5112 1.3698 -0.064 0.089 -0.316
H -1.9584 3.1973 -0.0779 -0.178 -0.052 -0.013
C -3.6955 -0.1710 0.2675 -0.162 -0.087 0.207
H -3.6520 -0.3050 1.3585 -0.115 -0.013 -0.290
H -4.6213 0.3659 0.0055 0.274 -0.255 0.063
H -3.6897 -1.1614 -0.2072 -0.049 0.280 0.134
H 2.3982 2.1368 -1.2964 0.221 0.054 -1.012
H 2.3337 -0.0605 0.5483 0.783 -0.393 0.428
C 0.5482 -0.4341 5.7635 -0.066 -0.098 0.283
N 0.4523 -0.0703 4.3462 -0.877 0.128 -0.307
C 1.6564 -0.0622 3.5132 0.090 -0.105 0.124
C -0.7083 0.2076 3.7487 1.261 0.261 -1.638
C -2.0122 0.1545 4.4475 -0.409 -0.051 0.783
O -0.6554 0.5219 2.4950 -0.852 -0.357 2.530
H 1.6072 -0.5892 5.9824 -0.323 0.012 0.145
H -0.0083 -1.3591 5.9815 0.284 0.293 -0.127
H 0.1544 0.3707 6.4006 0.240 -0.234 -0.194
H 1.6235 -0.8670 2.7532 0.025 0.397 0.207
H 1.8129 0.9237 3.0295 -0.032 -0.444 0.332
H 2.5057 -0.2584 4.1676 0.004 0.097 -0.267
H -2.5509 1.1013 4.3097 0.188 -0.243 -0.090
H -2.6330 -0.6504 4.0250 0.260 0.251 0.012
H -1.9056 -0.0277 5.5288 -0.094 0.080 -0.528
```
Positions in Å, forces in eV/Å.

Output
E_HOMO (alpha / beta) = -9.0 / -9.0 eV
Expectation value of S² = 8.80
Spin multiplicity = 6
HOMO-LUMO gap (alpha / beta) = 5.782 / 5.946 eV
Total charge = +1
Molecular weight = 566.85 g mol⁻¹

---

- Among the records above, which one has the highest molecular weight?
  C48H57MoNO4PSTe

---

- Number 3 is which compound?
  C48H57MoNO4PSTe

---

- molecular weight of number 3 (C48H57MoNO4PSTe)?
  998.57 g mol⁻¹

---

- The highest molecular weight belongs to which entry?
  C48H57MoNO4PSTe